Record 1
# C24H25BF4OP

5 unconnected molecules or ions with the total composition C24H25BF4OP (ωB97M-V/def2-TZVPD, the Open Molecules 2025 dataset).

Computed properties:
net charge	-1
E_LUMO	2.374	eV
calculated total energy	-1770.47839	Ha
spin multiplicity	1

```
56
Properties=species:S:1:pos:R:3:mulliken_charge:R:1
B 2.725 -2.653 -2.425 0.3481
P 3.790 -2.616 -0.835 0.2622
O 3.197 -2.836 0.541 -0.6936
H 1.966 -1.710 -2.351 -0.2392
H 2.150 -3.718 -2.406 -0.2500
H 3.486 -2.583 -3.375 -0.2258
H 4.914 -3.486 -1.018 -0.0634
H 4.573 -1.412 -0.851 -0.0640
F 0.414 -0.371 -4.210 -0.3271
C 0.229 0.610 -3.311 0.2305
C 1.334 1.201 -2.729 -0.2666
C 1.119 2.210 -1.804 -0.5599
C -0.171 2.605 -1.469 0.0833
C -1.259 1.988 -2.071 -0.2554
C -1.067 0.979 -3.006 -0.5735
H 2.319 0.833 -2.978 0.4678
H 1.968 2.672 -1.317 0.3553
H -0.316 3.376 -0.726 0.0332
H -2.267 2.276 -1.798 0.3407
H -1.892 0.461 -3.475 0.4165
F 1.012 -5.591 -4.104 -0.2777
C 0.140 -6.177 -3.267 0.5283
C -0.799 -7.043 -3.797 -0.5220
C -1.699 -7.655 -2.934 -0.2378
C -1.651 -7.395 -1.571 -0.5472
C -0.698 -6.515 -1.072 -0.4010
C 0.212 -5.893 -1.915 -0.4365
H -0.812 -7.224 -4.863 0.4064
H -2.440 -8.336 -3.333 0.3356
H -2.355 -7.871 -0.901 0.3540
H -0.658 -6.299 -0.012 0.3689
H 0.952 -5.189 -1.559 0.3752
F -0.205 6.058 -0.902 -0.2982
C -0.323 6.316 0.416 0.4216
C -0.924 5.366 1.215 -0.4497
C -0.978 5.587 2.584 -0.2466
C -0.456 6.754 3.126 -0.6480
C 0.117 7.705 2.292 -0.1977
C 0.195 7.492 0.921 -0.5763
H -1.312 4.458 0.776 0.5222
H -1.413 4.821 3.210 0.3543
H -0.490 6.917 4.195 0.3914
H 0.526 8.616 2.710 0.3502
H 0.659 8.204 0.253 0.4163
F -1.226 3.071 4.623 -0.3202
C -1.185 1.729 4.423 0.5760
C 0.019 1.157 4.067 -0.4931
C 0.045 -0.209 3.819 -0.3692
C -1.112 -0.967 3.939 -0.6762
C -2.304 -0.358 4.306 -0.2347
C -2.355 1.008 4.549 -0.5170
H 0.900 1.776 3.964 0.4314
H 0.971 -0.677 3.513 0.4412
H -1.085 -2.028 3.731 0.4007
H -3.210 -0.946 4.390 0.3457
H -3.271 1.512 4.822 0.4109
```

---

Record 2
# C24H25BN13O3V

A molecular structure, C24H25BN13O3V (ωB97M-V/def2-TZVPD, the Open Molecules 2025 dataset).

Computed properties:
net charge	-1
E_LUMO (alpha / beta)	1.530 / 1.528	eV
calculated total energy	-2836.18523	Ha
spin multiplicity	2

```
67
Properties=species:S:1:pos:R:3:mulliken_charge:R:1
V 0.722 -0.469 -1.075 0.8887
B 0.264 -3.441 -4.004 -0.0667
N -0.926 -2.487 -4.235 0.1912
C -2.016 -2.731 -4.981 -0.1649
C -2.787 -1.585 -5.013 -1.0398
C -2.059 -0.673 -4.239 -0.2341
N -0.938 -1.225 -3.785 -0.5562
N 0.722 -3.580 -2.504 -0.2359
C 1.141 -4.774 -2.058 -0.2796
C 1.865 -4.604 -0.894 -1.3500
C 1.843 -3.226 -0.695 -0.2643
N 1.148 -2.612 -1.655 0.7817
H -0.127 -4.548 -4.307 -0.2110
H 1.216 -3.107 -4.686 -0.1876
H -2.173 -3.705 -5.413 0.3950
H -3.734 -1.440 -5.504 0.3789
H -2.302 0.346 -3.977 0.4992
H 0.910 -5.662 -2.620 0.3983
H 2.335 -5.359 -0.289 0.4103
H 2.295 -2.635 0.083 0.5200
N 1.356 0.334 -3.000 -0.2220
C 2.754 -0.065 -3.225 -0.3878
C 3.529 0.011 -1.906 0.4402
O 4.711 0.337 -1.911 -0.7898
O 2.820 -0.284 -0.874 -0.4655
H 0.699 -0.135 -3.626 0.3437
H 1.237 1.335 -3.098 0.2856
H 3.256 0.531 -3.988 0.3535
H 2.758 -1.108 -3.545 0.1296
C 2.934 -0.644 2.247 -0.2743
N 1.707 -1.121 2.863 -0.2089
C 0.531 -1.267 2.205 0.3650
N -0.549 -1.568 2.992 -0.3896
O 0.391 -1.100 0.997 -0.1510
H 3.760 -1.313 2.487 0.3178
H 3.179 0.362 2.596 0.2712
H 2.827 -0.603 1.165 -0.1265
H 1.667 -1.146 3.867 0.1963
H -0.415 -1.987 3.894 0.1625
H -1.428 -1.763 2.535 0.1800
N -1.333 -0.443 -0.968 -0.3555
C -2.339 -0.178 -0.458 0.6356
C -3.491 0.033 0.302 -0.3192
C -4.390 1.091 0.029 0.1769
N -5.124 1.956 -0.185 -0.5650
C -3.613 -0.751 1.471 0.4056
N -3.633 -1.413 2.421 -0.7274
N -3.138 5.251 7.004 -0.5314
C -2.589 4.839 6.083 0.0723
C -1.900 4.332 4.928 0.4896
C -2.032 2.996 4.559 -1.0869
C -1.349 2.506 3.463 -0.0734
C -0.544 3.361 2.714 0.8793
C -0.420 4.698 3.070 -0.5333
C -1.089 5.181 4.178 -0.8970
N 0.147 2.863 1.589 0.3121
C 1.336 3.328 1.048 -0.4164
C 1.626 2.493 0.018 -0.9376
N 0.641 1.536 -0.098 0.1318
C -0.221 1.781 0.855 -0.3454
H -2.664 2.337 5.138 0.4558
H -1.434 1.459 3.202 0.4671
H 0.181 5.365 2.467 0.4267
H -0.996 6.221 4.459 0.4363
H 1.871 4.159 1.468 0.4153
H 2.497 2.477 -0.616 0.4553
H -1.127 1.231 1.035 0.1255
```

---

Record 3
# C24H25BN6Pt

A molecular structure, C24H25BN6Pt (ωB97M-V/def2-TZVPD, the Open Molecules 2025 dataset).

Computed properties:
net charge	0
E_LUMO	0.380	eV
calculated total energy	-1402.29971	Ha
spin multiplicity	1

```
57
Properties=species:S:1:pos:R:3:mulliken_charge:R:1
Pt 0.221 0.613 0.054 0.6872
B -3.921 0.286 -0.056 -0.1602
N -3.137 -1.047 -0.006 -0.1046
C -3.724 -2.254 -0.071 -0.4148
C -2.752 -3.222 0.089 -1.0387
C -1.574 -2.487 0.246 -0.2887
N -1.819 -1.178 0.186 0.1868
N -3.021 1.592 -0.033 -0.0477
C -3.637 2.781 -0.005 -0.2912
C -2.694 3.792 0.011 -0.9587
C -1.483 3.113 -0.006 -0.1959
N -1.685 1.787 -0.038 -0.3676
H -4.570 0.318 -1.078 -0.1025
H -4.643 0.358 0.916 -0.1049
H -4.787 -2.336 -0.226 0.4121
H -2.879 -4.291 0.084 0.4203
H -0.560 -2.837 0.373 0.4893
H -4.713 2.822 0.001 0.4123
H -2.862 4.854 0.037 0.4254
H -0.474 3.493 0.010 0.4134
N 0.015 0.374 2.068 -0.2730
C 1.060 0.804 2.965 0.5805
C 0.704 1.491 4.114 -0.6951
C 1.679 1.925 4.995 -0.5797
C 3.009 1.666 4.703 -0.7650
C 3.349 0.988 3.544 -0.9939
C 2.387 0.524 2.640 0.5926
C 2.822 -0.123 1.366 0.8286
C 4.049 -0.793 1.391 -0.7153
C 4.699 -1.181 0.233 -0.9011
C 4.123 -0.855 -0.984 -0.8946
C 2.870 -0.260 -1.014 -0.3436
C 2.140 0.060 0.137 0.4311
H -0.869 0.809 2.321 0.3836
H -0.150 -0.630 2.164 0.4067
H -0.343 1.684 4.315 0.3915
H 1.403 2.466 5.890 0.3901
H 3.790 2.014 5.367 0.3900
H 4.395 0.850 3.310 0.4748
H 4.507 -1.014 2.347 0.5507
H 5.643 -1.706 0.283 0.3781
H 4.626 -1.089 -1.914 0.4078
H 2.451 -0.084 -1.997 0.2372
N 0.138 0.812 -2.020 -0.5440
C -0.080 -0.353 -2.882 0.4580
C -0.748 -0.166 -4.083 -0.5384
C -0.985 -1.250 -4.915 -0.5915
C -0.554 -2.515 -4.542 -0.5094
C 0.103 -2.691 -3.335 -1.0045
C 0.337 -1.613 -2.494 0.2180
H -0.681 1.410 -2.123 0.4862
H 0.923 1.360 -2.364 0.3933
H -1.090 0.823 -4.365 0.3959
H -1.513 -1.104 -5.848 0.3895
H -0.742 -3.363 -5.187 0.3903
H 0.425 -3.679 -3.031 0.3949
H 0.823 -1.747 -1.539 0.4083
```

---

Record 4
# C24H25BrF16N2O4S

3 unconnected molecules or ions with the total composition C24H25BrF16N2O4S (ωB97M-V/def2-TZVPD, the Open Molecules 2025 dataset).

Computed properties:
net charge	+2
E_LUMO	-7.812	eV
calculated total energy	-5909.49567	Ha
spin multiplicity	1

```
73
Properties=species:S:1:pos:R:3:mulliken_charge:R:1
O -3.811 1.313 -4.338 -0.5589
S -4.456 0.041 -4.474 0.9565
O -4.006 -0.944 -5.405 -0.5551
C -4.327 -0.734 -2.826 -1.0044
N -2.960 -0.452 -2.403 0.2870
C -2.710 0.606 -1.613 -0.4714
C -1.427 0.941 -1.294 -0.5132
C -0.370 0.179 -1.795 0.3684
C 1.042 0.546 -1.502 0.7617
C 2.000 -0.431 -1.231 -0.9546
C 3.293 -0.055 -0.987 -0.3320
N 3.652 1.239 -1.000 0.8786
C 5.071 1.587 -0.748 -1.0634
C 5.932 1.514 -2.014 -0.6491
C 5.300 2.085 -3.278 -0.6991
Br 4.221 0.788 -4.231 -0.1160
C 2.749 2.201 -1.248 -0.5227
C 1.442 1.886 -1.505 -0.9875
C -0.666 -0.929 -2.595 -0.8925
C -1.965 -1.221 -2.886 -0.4019
H -5.789 0.233 -4.588 0.2537
H -5.056 -0.342 -2.120 0.5365
H -4.481 -1.806 -2.917 0.4200
H -3.556 1.179 -1.263 0.5827
H -1.258 1.793 -0.648 0.6205
H 1.749 -1.483 -1.187 0.6755
H 4.075 -0.771 -0.767 0.5420
H 5.110 2.561 -0.267 0.4181
H 5.424 0.841 -0.037 0.3586
H 6.873 2.033 -1.829 0.4643
H 6.186 0.467 -2.190 0.3437
H 6.068 2.400 -3.979 0.4454
H 4.663 2.948 -3.087 0.3128
H 3.100 3.224 -1.230 0.5524
H 0.736 2.674 -1.724 0.6670
H 0.119 -1.541 -3.017 0.6276
H -2.250 -2.044 -3.528 0.5733
C -3.870 -3.446 1.415 -0.8642
C -4.532 -2.512 0.395 1.0692
C -5.999 -2.111 0.589 -0.0241
F -6.801 -3.169 0.485 -0.2057
F -6.300 -1.236 -0.418 -0.2566
F -4.374 -2.981 -0.870 -0.3009
F -3.839 -1.317 0.452 -0.3375
O -3.766 -4.798 1.056 -0.4014
C -4.757 -5.709 1.364 0.7920
C -5.281 -6.406 0.100 0.1866
F -5.778 -5.480 -0.753 -0.2254
F -6.265 -7.246 0.452 -0.2440
F -5.751 -5.137 2.058 -0.2791
F -4.205 -6.662 2.130 -0.2882
H -2.838 -3.100 1.474 0.4530
H -4.310 -3.307 2.403 0.3313
H -6.149 -1.609 1.548 0.3454
H -4.474 -6.954 -0.389 0.2700
C 4.456 2.726 2.992 -0.9020
C 3.735 1.374 3.076 0.9021
C 2.293 1.315 2.556 0.6368
F 1.470 2.070 3.293 -0.2396
F 1.863 0.033 2.592 -0.2707
F 3.805 0.847 4.299 -0.2590
F 4.425 0.551 2.203 -0.2899
O 4.531 3.519 4.141 -0.4206
C 3.556 4.435 4.454 0.7780
C 2.904 4.124 5.808 0.1809
F 2.341 2.898 5.757 -0.2224
F 1.940 5.037 6.027 -0.2416
F 2.629 4.521 3.475 -0.2923
F 4.145 5.637 4.560 -0.2845
H 5.492 2.463 2.772 0.4807
H 4.079 3.290 2.134 0.4051
H 2.258 1.658 1.513 -0.1777
H 3.648 4.160 6.604 0.2718
```

---

Record 5
# C24H25CrN6OSSe2

A molecular structure, C24H25CrN6OSSe2 (ωB97M-V/def2-TZVPD, the Open Molecules 2025 dataset).

Computed properties:
net charge	+1
E_LUMO (alpha / beta)	-4.642 / -4.673	eV
calculated total energy	-7578.56421	Ha
spin multiplicity	5

```
60
Properties=species:S:1:pos:R:3:mulliken_charge:R:1
Cr 0.712 -0.171 -1.230 -0.0591
C -1.346 3.974 1.353 -1.6134
C -0.373 2.976 1.996 2.0564
C -1.054 2.291 3.188 -1.6043
C 0.886 3.709 2.471 -1.6151
C -0.012 1.960 0.997 0.4639
C 0.257 1.133 0.152 -1.2053
H -1.632 4.735 2.081 0.4033
H -2.248 3.468 1.010 0.3913
H -0.885 4.469 0.499 0.3710
H -1.341 3.036 3.931 0.4764
H -0.380 1.576 3.666 0.3429
H -1.953 1.764 2.865 0.3211
H 0.616 4.463 3.213 0.3932
H 1.381 4.212 1.640 0.3755
H 1.595 3.017 2.928 0.3719
Se 2.577 -2.060 -4.455 0.3459
N 3.947 -0.966 -4.692 -0.7858
C 3.893 -0.047 -3.748 0.4855
C 4.784 1.048 -3.517 -0.4805
C 4.496 1.889 -2.489 -0.8255
C 3.335 1.692 -1.668 -0.2200
N 2.510 0.700 -1.847 0.1224
C 2.781 -0.164 -2.869 0.7198
N 1.941 -1.156 -3.060 -0.0347
H 5.646 1.186 -4.154 0.4829
H 5.127 2.736 -2.264 0.4321
H 3.107 2.378 -0.862 0.5606
Se -2.516 -2.268 -1.125 0.2663
N -3.443 -1.479 -2.458 -0.8707
C -2.708 -0.473 -2.946 0.2304
C -2.995 0.422 -3.985 -0.5784
C -2.045 1.391 -4.313 -0.7338
C -0.841 1.487 -3.633 -0.3557
N -0.541 0.644 -2.627 -0.1173
C -1.440 -0.296 -2.317 0.9718
N -1.085 -1.137 -1.343 -0.0975
H -3.933 0.361 -4.518 0.4710
H -2.251 2.094 -5.107 0.3933
H -0.109 2.248 -3.866 0.5039
C -3.717 -2.866 3.605 -1.4606
C -2.440 -2.865 2.821 0.7233
C -1.620 -1.734 2.813 -0.7467
C -0.453 -1.695 2.074 -0.1840
C -0.110 -2.812 1.322 0.6241
C -0.909 -3.946 1.297 -0.7319
C -2.066 -3.969 2.061 -0.7445
S 1.365 -2.850 0.347 0.2915
C 2.579 -3.155 1.624 -1.1132
O 1.711 -1.401 -0.038 -0.2524
H -3.569 -2.441 4.597 0.3816
H -4.115 -3.873 3.717 0.3956
H -4.471 -2.260 3.099 0.3079
H -1.906 -0.867 3.394 0.4096
H 0.157 -0.802 2.048 0.3890
H -0.642 -4.798 0.683 0.4106
H -2.693 -4.851 2.053 0.3556
H 2.513 -2.364 2.368 0.3212
H 3.558 -3.167 1.149 0.4375
H 2.365 -4.125 2.071 0.4302
```

---

Record 6
# C24H25F4IrN2PSe2

A molecular structure, C24H25F4IrN2PSe2 (ωB97M-V/def2-TZVPD, the Open Molecules 2025 dataset).

Computed properties:
net charge	+1
E_LUMO (alpha / beta)	-4.534 / -4.529	eV
calculated total energy	-6686.78356	Ha
spin multiplicity	1

```
59
Properties=species:S:1:pos:R:3:mulliken_charge:R:1
Ir -1.182 -0.077 0.792 1.4061
C -4.091 1.116 0.719 -1.2488
C -3.051 2.227 0.651 -0.5584
N -1.782 1.882 1.342 0.0968
C -0.725 2.911 1.102 -0.6610
C -0.417 3.241 -0.341 -1.3362
C -2.027 1.826 2.826 -0.8321
C -1.096 0.891 3.550 -0.8469
N -1.035 -0.325 2.763 -0.0894
C -0.488 -1.486 3.260 -0.0734
C -0.423 -2.595 2.408 0.5758
F -0.947 -2.447 1.148 -0.4435
C 0.145 -3.798 2.753 0.1094
F 0.189 -4.777 1.847 -0.2971
C 0.672 -3.983 4.015 -0.5051
C 0.611 -2.915 4.887 0.0789
F 1.126 -3.038 6.109 -0.2926
C 0.048 -1.700 4.536 0.5112
F 0.056 -0.715 5.452 -0.3173
H -4.875 1.315 -0.010 0.4060
H -4.570 1.023 1.691 0.4206
H -3.647 0.145 0.461 0.2590
H -3.447 3.148 1.090 0.4077
H -2.815 2.417 -0.393 0.4111
H 0.175 2.550 1.597 0.4106
H -1.038 3.831 1.604 0.3939
H -0.222 2.354 -0.924 0.2660
H 0.479 3.861 -0.365 0.4678
H -1.221 3.803 -0.816 0.3760
H -3.044 1.475 2.979 0.3623
H -1.952 2.834 3.239 0.3709
H -1.499 0.718 4.547 0.5814
H -0.095 1.326 3.672 0.3944
H 1.113 -4.924 4.308 0.5157
Se -1.273 -0.190 -1.613 -0.1516
P 0.530 -0.328 -1.530 0.7088
Se 1.244 -0.182 0.585 -0.3971
C 1.219 -1.824 -2.264 0.8994
C 1.688 -2.878 -1.487 -0.2960
C 2.130 -4.039 -2.102 -0.7275
C 2.063 -4.164 -3.482 -0.4912
C 1.587 -3.116 -4.258 -0.7326
C 1.167 -1.944 -3.655 -0.5415
C 1.282 1.006 -2.494 0.4290
C 0.569 1.608 -3.526 -0.2049
C 1.175 2.590 -4.295 -0.8314
C 2.482 2.969 -4.032 -0.5028
C 3.190 2.366 -2.999 -0.7490
C 2.592 1.387 -2.224 -0.5593
H 1.723 -2.793 -0.408 0.1422
H 2.517 -4.850 -1.500 0.4215
H 2.380 -5.083 -3.956 0.3963
H 1.531 -3.213 -5.334 0.4077
H 0.800 -1.122 -4.257 0.3546
H -0.454 1.309 -3.730 0.4347
H 0.620 3.064 -5.094 0.4186
H 2.952 3.739 -4.629 0.4245
H 4.211 2.658 -2.791 0.4309
H 3.151 0.916 -1.425 0.3965
```

---

- Number 2 is which compound?
  C24H25BN13O3V